# 1
14
Properties=species:S:1:pos:R:3:forces:R:3:lowdin_charge:R:1 method="wB97M-V/def2-TZVPD" e_lumo_ev="0.15 / -4.41" largest_force_ev_per_a=3.60 de_lowest_kcal_mol=28.6 spin_multiplicity=3 homo_lumo_gap_ha="0.224 / 0.186" total_charge=0 e_tot_ev=-41274.8810 homo_ev="-5.95 / -9.47"
C 0.7374 0.0171 -0.3308 0.18 -0.33 -2.32 -1.186
C 0.9249 0.6635 2.0778 -0.10 -0.07 -0.14 -0.489
C -0.4731 -1.0548 -2.5024 0.17 0.83 2.26 -0.300
N -1.2484 1.9946 0.7017 0.04 -0.58 1.19 -0.271
O -0.2863 -0.5166 0.1759 -1.88 -1.28 1.35 -0.295
O -1.5223 -0.0053 2.5118 -1.09 -0.34 0.59 -0.358
S 1.8705 0.8552 0.5863 1.57 1.58 0.79 0.941
S 1.0534 -0.2393 -2.0525 -0.24 -0.24 0.65 1.077
S -0.9191 0.8898 1.5825 1.91 0.40 -1.32 0.625
H 1.1293 -0.3918 2.3391 -0.87 0.52 0.26 0.073
H 1.1961 1.3441 2.8971 0.05 -0.11 -0.53 0.071
H -0.9349 -0.4572 -3.1763 -1.37 2.47 -2.24 0.015
H -1.2307 -1.2176 -1.7440 0.67 -0.07 0.64 0.077
H -0.2967 -1.8819 -3.0662 0.97 -2.78 -1.16 0.019

---

# 2
11
Properties=species:S:1:pos:R:3:forces:R:3:lowdin_charge:R:1 method="wB97M-V/def2-TZVPD" e_lumo_ev=0.51 largest_force_ev_per_a=4.65 de_lowest_kcal_mol=54.0 homo_lumo_gap_ha=0.393 total_charge=0 e_tot_ev=-28251.1235 homo_ev=-10.20
C 0.1123 -1.2028 0.2201 1.48 -0.10 1.80 -0.201
C -0.3028 1.1427 0.2305 -0.50 -0.06 -2.00 -0.604
C 0.3426 0.0237 -0.5979 4.15 0.37 2.05 -0.922
Cl -2.0844 1.1260 -0.0178 -0.12 0.11 0.00 0.541
Cl -0.0040 -0.1130 -2.2713 -0.19 0.32 -0.62 0.637
H 0.4600 -2.1993 -0.0769 0.19 0.61 -0.23 0.088
H 0.5991 -0.8382 1.1670 0.04 -1.32 -0.60 0.086
H -0.8862 -1.2712 0.5624 -1.48 -0.22 -0.28 0.043
H -0.1906 0.9603 1.2724 0.50 0.07 0.62 0.053
H 0.0383 2.1015 -0.0892 0.18 0.67 0.04 0.058
H 1.9157 0.2703 -0.3993 -4.25 -0.43 -0.78 0.221